(1)
Entry from the OMol25 dataset: a 2-piece molecular cluster, H4NPSi overall (ωB97M-V/def2-TZVPD).

CARTESIAN COORDINATES (ANGSTROEM)
P  2.929  0.018  0.068
Si  -0.474  -0.403  0.001
N  2.023  -1.138  -0.213
H  -0.543  -0.499  1.461
H  -0.127  0.890  -0.431
H  -1.231  -1.505  -0.822
H  2.093  1.199  0.821

Its spin multiplicity is 1. The calculation puts the HOMO energy (alpha / beta) at -7.98 / -7.98 eV. The strongest force on any atom comes out at 4.89 eV Å⁻¹. Its HOMO-LUMO gap (alpha / beta) is 7.1 / 7.1 eV.

***

(2)
Entry from the OMol25 dataset: a 5-piece molecular cluster, C8H13Cl2F12N4O9S4 overall (ωB97M-V/def2-TZVPD).

CARTESIAN COORDINATES (ANGSTROEM)
Cl  -0.251  -4.400  -0.784
Cl  -2.615  -3.049  0.036
S  1.207  -0.777  -3.445
S  -2.555  2.874  1.277
S  -3.112  2.457  -1.160
S  1.798  1.681  -2.968
F  2.151  -3.287  -3.377
F  0.073  2.346  1.916
F  -4.542  0.963  -2.838
F  2.829  3.698  -1.580
F  -1.024  3.367  3.483
F  -1.397  1.251  3.045
F  -4.207  0.043  -0.920
F  -2.595  0.086  -2.323
F  2.733  -2.105  -1.634
F  2.183  2.043  -0.323
F  3.707  -1.822  -3.552
F  0.694  3.314  -1.144
O  -4.391  3.030  -0.850
O  -0.008  -1.513  -3.201
O  3.138  1.743  -3.474
O  -2.381  3.094  -2.229
O  0.786  -0.751  2.199
O  -3.804  2.501  1.931
O  -2.474  4.300  0.995
O  0.788  2.213  -3.855
O  1.444  -0.351  -4.793
N  -0.482  -0.090  -0.322
N  2.431  -1.066  3.754
N  1.361  0.249  -2.275
N  -2.163  1.931  0.120
C  -3.646  0.793  -1.888
C  1.898  2.793  -1.399
C  1.288  -1.386  3.114
C  -2.062  -4.493  -0.802
C  0.501  -2.464  3.826
C  3.307  -0.009  3.333
C  -1.093  2.452  2.531
C  2.553  -2.067  -2.942
H  -1.054  0.782  -0.090
H  0.308  -2.089  4.829
H  2.714  -1.804  4.377
H  -0.095  -0.470  0.545
H  1.136  -3.353  3.885
H  -2.299  -4.546  -1.859
H  4.366  -0.208  3.516
H  3.109  0.965  3.776
H  0.244  0.092  -1.059
H  -1.156  -0.792  -0.615
H  -0.370  -2.745  3.241
H  3.335  -0.021  2.242
H  -2.305  -5.405  -0.268

Its spin multiplicity is 1. The calculation puts the HOMO energy at -7.24 eV. The strongest force on any atom comes out at 5.07 eV Å⁻¹. Its HOMO-LUMO gap is 9.2 eV. Its charge is -1.

***

(3)
Entry from the OMol25 dataset: C26H27HgIN9O3S2 as an isolated structure (ωB97M-V/def2-TZVPD).

CARTESIAN COORDINATES (ANGSTROEM)
Hg  0.208  1.247  1.012
I  -2.953  -3.082  0.172
S  1.450  4.796  0.522
S  -3.976  4.393  -0.166
O  -3.233  0.869  0.943
O  0.636  -2.866  4.711
O  3.241  1.184  -1.580
N  1.174  3.268  -1.598
N  5.204  -3.402  0.416
N  -2.670  3.052  -1.871
N  -1.730  4.168  1.343
N  4.692  -4.241  1.205
N  -2.959  0.066  -1.153
N  1.424  -0.886  -1.315
N  0.156  5.362  -1.772
N  -1.806  3.212  -0.804
C  2.717  -1.077  -1.038
C  5.542  -1.347  -0.659
C  0.598  -1.910  -1.173
C  2.949  -4.866  2.694
C  -5.742  2.146  -2.486
C  -3.374  -0.026  0.133
C  -4.973  3.461  -2.660
C  -3.831  3.575  -1.694
C  -0.187  -3.874  5.283
C  -2.347  3.884  0.173
C  3.222  -2.293  -0.566
C  2.377  -2.220  3.309
C  -0.102  3.698  -3.499
C  5.082  -0.181  -1.137
C  3.391  -2.511  2.431
C  1.014  -3.179  -0.772
C  3.675  -3.846  2.093
C  -0.309  4.969  -2.937
C  3.647  0.082  -1.268
C  1.911  -4.581  3.569
C  0.684  2.861  -2.776
C  0.900  4.487  -1.031
C  2.338  -3.371  -0.465
C  4.647  -2.391  -0.232
C  -4.084  -1.306  0.534
C  1.618  -3.253  3.874
H  1.347  -5.393  4.005
H  -3.094  -0.681  -1.810
H  0.396  -4.552  5.911
H  1.792  2.641  -1.097
H  -4.279  -1.269  1.596
H  3.978  -1.707  2.007
H  2.693  -4.347  -0.164
H  3.197  -5.893  2.450
H  -0.890  5.709  -3.480
H  -0.716  4.186  1.339
H  -2.564  0.944  -1.465
H  -0.706  -4.445  4.510
H  -5.012  -1.431  -0.020
H  -5.647  4.306  -2.522
H  -5.091  1.296  -2.695
H  -6.111  2.047  -1.463
H  -4.565  3.527  -3.668
H  6.601  -1.514  -0.507
H  -6.598  2.105  -3.163
H  0.297  -3.986  -0.692
H  0.955  1.858  -3.081
H  5.752  0.628  -1.400
H  -0.528  3.405  -4.446
H  -2.199  4.758  2.004
H  -0.915  -3.353  5.896
H  2.138  -1.197  3.574
H  -0.450  -1.714  -1.382

As for the expectation value of S²: 0.814. Its spin multiplicity is 2. The calculation puts the HOMO energy (alpha / beta) at -7.47 / -7.47 eV. The strongest force on any atom comes out at 0.45 eV Å⁻¹. Its HOMO-LUMO gap (alpha / beta) is 6.6 / 5.7 eV.

***

(4)
Entry from the OMol25 dataset: C34H50As3ClN7O5S2Tl as an isolated structure (ωB97M-V/def2-TZVPD).

CARTESIAN COORDINATES (ANGSTROEM)
Tl  -0.776  -0.161  -0.149
As  2.824  -3.598  4.341
As  -1.510  -1.461  2.026
As  0.260  -3.151  -0.502
Cl  -1.474  4.237  -4.702
S  1.960  0.044  -0.428
S  2.568  1.745  -2.931
O  -3.752  2.494  -5.585
O  -3.005  0.124  -0.345
O  -4.913  1.154  -4.259
O  -4.708  0.361  -1.754
O  1.024  0.340  2.481
N  -0.495  1.720  1.452
N  -0.229  3.582  2.694
N  4.263  0.405  -1.603
N  -1.170  -0.865  -2.399
N  -1.914  3.553  1.073
N  -1.205  3.107  -2.311
N  -1.700  2.137  -1.504
C  5.155  1.005  -2.600
C  -3.576  0.634  -1.377
C  -2.106  -0.345  3.485
C  1.105  -3.908  1.095
C  -0.553  -0.944  -4.700
C  -2.964  2.273  -3.384
C  3.537  -2.368  2.973
C  0.497  1.431  2.352
C  -1.728  -1.618  -5.006
C  -0.147  -2.553  2.896
C  -0.314  -0.589  -3.386
C  -3.923  1.992  -4.507
C  -0.904  2.983  1.708
C  -2.765  1.654  -2.129
C  1.943  -2.233  5.452
C  0.772  3.562  -0.967
C  0.792  2.672  3.177
C  -0.401  4.951  3.154
C  1.248  -4.501  3.511
C  -0.264  4.046  -1.751
C  -0.463  5.413  -1.902
C  1.468  5.821  -0.519
C  -2.287  -1.549  -2.687
C  0.316  -3.935  2.411
C  -3.107  -2.466  1.597
C  -0.959  -4.527  -1.172
C  1.726  -3.450  -1.749
C  0.420  6.296  -1.295
C  1.632  4.454  -0.342
C  -0.871  -4.896  2.283
C  -2.603  -1.934  -3.977
C  2.974  0.682  -1.636
C  -1.932  3.193  -3.456
C  4.279  1.825  -3.560
H  1.998  -4.505  -1.749
H  -0.571  -5.525  -0.970
H  4.623  -0.187  -0.868
H  -1.289  5.787  -2.489
H  4.579  2.868  -3.591
H  -1.436  -4.945  3.217
H  2.156  6.518  -0.054
H  4.014  -2.934  2.172
H  -1.460  5.202  3.232
H  -0.518  -5.905  2.060
H  1.537  -1.396  4.885
H  1.422  -3.160  -2.754
H  -3.322  -3.176  2.393
H  0.586  -0.060  -3.108
H  5.686  0.218  -3.128
H  -2.791  0.415  3.116
H  5.886  1.635  -2.099
H  -2.991  -2.989  0.651
H  0.097  5.659  2.492
H  -2.201  4.494  1.276
H  -1.961  -1.889  -6.028
H  0.020  5.039  4.152
H  -2.332  3.060  0.298
H  0.692  2.468  4.244
H  -3.532  -2.456  -4.162
H  1.641  -5.455  3.153
H  1.432  -4.922  0.853
H  2.812  -1.665  2.562
H  0.696  -1.869  2.965
H  4.316  -1.795  3.479
H  2.003  -3.303  1.212
H  -1.560  -4.607  1.488
H  -1.043  -4.394  -2.250
H  -1.243  0.109  3.966
H  -0.543  -2.663  3.909
H  1.153  -2.699  6.042
H  2.444  4.075  0.271
H  2.585  -2.853  -1.446
H  0.642  -4.752  4.388
H  4.295  1.427  -4.569
H  -2.955  -1.767  -1.862
H  -4.939  0.870  -3.313
H  -1.951  -4.435  -0.735
H  1.804  3.030  2.979
H  -2.622  -0.986  4.198
H  0.166  -0.683  -5.465
H  2.690  -1.850  6.147
H  -3.916  -1.746  1.493
H  0.876  2.499  -0.812
H  0.280  7.362  -1.429

Its spin multiplicity is 1. The calculation puts the HOMO energy at -12.47 eV. The strongest force on any atom comes out at 0.32 eV Å⁻¹. Its HOMO-LUMO gap is 6.2 eV. Its charge is +2.

***

(5)
Entry from the OMol25 dataset: a 2-piece molecular cluster, C2H4ClNO overall (ωB97M-V/def2-TZVPD).

CARTESIAN COORDINATES (ANGSTROEM)
Cl  0.770  -2.693  2.136
O  0.418  -0.218  1.501
N  0.266  -1.779  -1.146
C  -0.219  0.809  0.698
C  0.265  -1.438  1.122
H  0.510  1.470  0.300
H  0.370  -2.776  -1.127
H  -0.950  0.322  -0.082
H  -0.744  1.389  1.431

As for the expectation value of S²: 2.064. Its spin multiplicity is 3. The calculation puts the HOMO energy (alpha / beta) at -7.85 / -8.96 eV. The strongest force on any atom comes out at 2.69 eV Å⁻¹. Its HOMO-LUMO gap (alpha / beta) is 8.6 / 8.7 eV.

***

(6)
Entry from the OMol25 dataset: a 2-piece molecular cluster, C4H12NO2 overall (ωB97M-V/def2-TZVPD).

CARTESIAN COORDINATES (ANGSTROEM)
O  2.099  -1.710  0.902
O  -6.188  1.052  -2.477
N  0.671  -0.956  -0.976
C  1.773  -1.083  1.876
C  1.492  0.955  0.495
C  1.758  0.393  1.979
C  0.265  0.277  -0.479
H  -6.564  0.416  -1.748
H  1.571  -1.788  2.739
H  0.737  -1.787  -0.275
H  -6.301  0.583  -3.343
H  2.665  0.808  2.383
H  0.199  1.128  -1.178
H  -0.606  0.368  0.154
H  0.906  0.638  2.482
H  1.679  -0.993  -1.157
H  1.076  1.961  0.477
H  0.264  -1.449  -1.831
H  2.502  1.186  -0.023

Its spin multiplicity is 1. The calculation puts the HOMO energy at -13.39 eV. The strongest force on any atom comes out at 6.57 eV Å⁻¹. Its HOMO-LUMO gap is 10.1 eV. Its charge is +1.